The following is a DFT calculation (ωB97M-V/def2-TZVPD) of C23H43Cl3GeO3PRhS3 as an isolated structure.

Computed properties:
2S+1	6
energy	-6231.69028	a.u.
energy above the lowest of the compared OMol25 structures with the same formula, charge and spin	8.1	kcal/mol
HOMO-LUMO gap (spin up / spin down)	7.515 / 5.733	eV
HOMO energy (spin up / spin down)	-0.4068 / -0.4421	hartree
total charge	+1
maximum force	0.0242	Eh/bohr

```
78
Properties=species:S:1:pos:R:3:lowdin_spin:R:1
Rh -0.332 2.012 0.676 2.440
C -1.425 2.785 3.864 0.008
O -0.948 1.778 2.969 0.084
C -1.623 0.522 3.051 0.004
C -2.911 0.527 2.261 0.003
O -2.584 0.753 0.891 0.068
C -3.719 0.594 0.036 0.003
H -1.426 2.394 4.883 0.002
H -2.429 3.126 3.606 0.001
H -0.730 3.620 3.799 0.001
H -1.823 0.265 4.094 0.002
H -0.938 -0.206 2.613 0.000
H -3.591 1.310 2.609 0.000
H -3.410 -0.442 2.369 0.002
H -4.044 -0.450 0.036 0.001
H -3.421 0.885 -0.968 0.000
H -4.545 1.228 0.361 0.000
S 3.630 4.426 0.541 0.842
C 2.090 3.831 0.763 0.142
S 1.730 2.572 1.873 0.351
S 0.754 4.369 -0.133 0.400
Cl -1.908 5.953 0.755 0.074
Ge -2.337 3.817 0.519 0.220
Cl -2.911 3.651 -1.589 0.081
Cl -4.271 3.737 1.575 0.098
O 0.218 -0.207 0.474 0.066
P 0.714 -1.062 -0.675 0.008
C 0.803 0.011 -2.179 0.006
C 1.280 1.395 -1.742 0.054
C 1.543 2.310 -2.947 0.007
C 0.744 1.878 -4.180 0.000
C -0.645 1.426 -3.746 0.000
C -0.571 0.165 -2.859 0.001
C -0.472 -2.438 -1.073 0.002
C -0.201 -3.718 -0.267 0.000
C -0.705 -3.556 1.168 0.000
C -2.242 -3.414 1.200 0.000
C -2.795 -3.038 -0.178 0.000
C -1.932 -1.965 -0.844 0.000
C 2.378 -1.860 -0.486 0.002
C 2.632 -2.455 0.911 0.000
C 3.052 -1.395 1.929 0.000
C 4.324 -0.687 1.469 0.001
C 4.081 -0.031 0.112 0.001
C 3.605 -1.044 -0.923 0.000
H 1.521 -0.432 -2.875 0.003
H 2.159 1.349 -1.103 0.000
H 0.430 1.787 -1.087 0.015
H 2.614 2.300 -3.165 0.002
H 1.286 3.335 -2.689 0.002
H 1.256 1.064 -4.701 0.000
H 0.670 2.710 -4.880 0.000
H -1.270 1.223 -4.615 0.000
H -1.118 2.242 -3.195 0.000
H -0.784 -0.722 -3.457 0.000
H -1.341 0.245 -2.086 0.001
H -0.290 -2.653 -2.132 0.000
H 0.854 -3.989 -0.294 0.000
H -0.735 -4.542 -0.743 0.000
H -0.248 -2.660 1.599 0.000
H -0.391 -4.406 1.774 0.000
H -2.521 -2.647 1.928 0.000
H -2.701 -4.347 1.529 0.000
H -3.818 -2.667 -0.088 0.000
H -2.844 -3.923 -0.815 0.000
H -1.923 -1.092 -0.188 0.000
H -2.392 -1.677 -1.788 0.000
H 2.280 -2.684 -1.206 0.000
H 3.446 -3.180 0.810 0.000
H 1.767 -2.998 1.284 0.000
H 3.208 -1.870 2.899 0.000
H 2.250 -0.659 2.043 0.000
H 5.137 -1.415 1.385 0.000
H 4.628 0.065 2.199 0.000
H 4.992 0.452 -0.251 0.000
H 3.332 0.745 0.253 0.001
H 4.414 -1.766 -1.071 0.000
H 3.442 -0.562 -1.889 0.000
```


The following is a DFT calculation (ωB97M-V/def2-TZVPD) of C23H43Cl3N3O8SiTi as an isolated structure.

Computed properties:
2S+1	3
energy	-4187.78800	a.u.
energy above the lowest of the compared OMol25 structures with the same formula, charge and spin	0.0	kcal/mol
HOMO-LUMO gap (spin up / spin down)	5.566 / 4.787	eV
HOMO energy (spin up / spin down)	-0.1243 / -0.1806	hartree
total charge	-1
maximum force	0.1211	Eh/bohr

```
82
Properties=species:S:1:pos:R:3:lowdin_spin:R:1
C -2.136 -0.498 -5.200 0.000
C -1.238 -1.196 -4.228 0.000
H -1.995 -0.852 -6.218 0.000
H -1.894 0.565 -5.131 0.000
H -3.218 -0.606 -5.055 0.000
C -0.390 -2.169 -4.618 0.000
C -0.297 -2.705 -6.025 0.000
H 0.182 -2.727 -3.865 0.000
H 0.326 -2.016 -6.624 0.000
H -1.261 -2.826 -6.569 0.000
H 0.197 -3.690 -6.048 0.000
Ti -0.418 1.999 2.193 0.895
Cl 1.401 3.408 1.698 0.039
C -1.176 -1.145 2.780 0.001
O -0.554 -0.045 2.858 -0.003
N -0.537 -2.319 2.906 0.002
C 0.921 -2.413 2.845 0.000
C -1.275 -3.365 3.569 0.000
H -2.273 -1.234 2.654 0.000
H 1.309 -1.688 2.120 0.000
H 1.166 -3.430 2.515 0.000
H 1.377 -2.214 3.829 0.000
H -2.183 -3.573 2.996 0.000
H -1.581 -3.056 4.579 0.000
H -0.672 -4.268 3.629 0.000
H 1.812 2.582 5.555 0.000
H -1.018 4.561 6.967 0.000
C 1.544 3.630 5.366 0.001
C -0.538 4.875 6.027 0.000
N 0.084 3.725 5.396 0.001
H 1.943 3.907 4.376 0.000
C -0.626 2.764 4.844 0.009
O -0.032 1.860 4.163 0.032
H -1.331 5.268 5.367 0.000
H -1.724 2.871 4.928 0.003
H 1.937 4.298 6.137 0.000
H 0.221 5.646 6.224 0.000
H 2.618 0.506 -3.102 0.000
H 2.630 -1.998 -3.642 0.000
C 3.198 0.341 -2.178 0.000
C 3.351 -2.052 -2.801 0.000
N 3.007 -1.046 -1.782 0.000
H 2.849 0.997 -1.368 0.001
C 2.947 -1.396 -0.444 0.000
O 2.790 -0.583 0.485 0.003
H 3.302 -3.055 -2.348 0.000
H 3.008 -2.493 -0.297 0.000
H 4.269 0.504 -2.401 0.000
H 4.363 -1.845 -3.193 0.000
O -0.454 0.557 -2.605 0.002
C -1.290 -0.618 -2.809 0.000
C 0.202 -2.231 -1.471 0.000
C -1.052 -1.685 -1.704 0.001
H 1.045 -1.720 -1.933 0.000
C 0.384 -3.425 -0.751 0.000
H -2.306 -0.231 -2.655 0.000
C -2.138 -2.388 -1.177 0.000
H 1.370 -3.877 -0.656 0.000
C -0.701 -4.057 -0.148 0.000
C -1.966 -3.527 -0.387 0.000
H -3.150 -2.056 -1.411 0.000
H -0.581 -4.970 0.446 0.000
H -2.829 -4.018 0.051 0.000
Si -0.457 2.189 -2.597 0.001
Cl -0.038 0.764 0.482 0.154
C 1.196 2.925 -2.523 0.001
C -1.012 3.565 -1.313 0.002
C -1.888 2.607 -3.699 0.000
H 1.991 2.378 -3.001 0.000
H 1.497 3.203 -1.515 0.001
H 1.023 3.860 -3.067 0.000
H -1.357 2.455 -4.648 0.000
H -2.235 3.660 -3.581 0.000
H -2.730 1.891 -3.619 0.000
H -1.953 3.476 -0.764 0.001
H -1.127 4.415 -2.012 0.000
H -0.261 3.886 -0.586 0.000
O -1.423 -1.401 5.975 0.000
Cl -0.481 -0.295 5.609 0.000
O -0.703 0.879 6.516 0.000
O 0.932 -0.771 5.709 0.000
O -1.895 2.759 1.978 0.848
```


The following is a DFT calculation (ωB97M-V/def2-TZVPD) of a 3-piece molecular cluster, C23H43F7IN5O4P overall.

Computed properties:
2S+1	1
energy	-2814.79996	a.u.
HOMO-LUMO gap	6.710	eV
HOMO energy	-0.4095	hartree
total charge	+1
maximum force	0.0517	Eh/bohr

```
84
Properties=species:S:1:pos:R:3:mulliken_charge:R:1
C -0.979 2.856 2.496 -1.165
C -2.144 3.375 1.612 -0.018
C -3.279 2.334 1.415 -0.781
C -3.266 1.536 0.060 -2.376
C -1.952 1.507 -0.637 1.089
C -0.928 0.623 -0.201 -0.259
I -1.368 -0.590 1.485 0.214
C 0.245 0.565 -0.846 0.117
C 1.351 -0.413 -0.425 0.573
F 0.866 -1.647 -0.293 -0.173
F 1.865 0.043 0.732 -0.258
C 2.512 -0.506 -1.447 0.277
F 1.968 -0.712 -2.677 -0.256
F 3.246 0.615 -1.504 -0.297
C 3.477 -1.727 -1.206 0.559
F 3.699 -1.932 0.085 -0.202
F 4.629 -1.451 -1.820 -0.253
F 2.998 -2.823 -1.782 -0.223
N 0.458 1.383 -1.889 0.821
C -0.430 2.250 -2.330 -0.990
C 0.018 3.107 -3.487 -1.621
C 0.566 4.498 -3.005 -0.620
C 0.910 4.558 -1.517 0.308
N 1.469 5.905 -1.206 -0.752
C -1.672 2.330 -1.734 1.097
P -2.982 3.490 -2.282 1.266
N -2.509 4.580 -3.268 -0.904
O -3.574 4.185 -0.949 -0.506
O -4.155 2.638 -2.965 -0.624
H -1.397 2.123 3.185 0.282
H -0.502 3.680 3.031 0.428
H -0.189 2.384 1.902 0.176
H -2.589 4.198 2.179 0.503
H -1.784 3.812 0.679 -0.154
H -3.293 1.624 2.241 0.490
H -4.219 2.887 1.458 0.406
H -4.052 1.963 -0.562 0.486
H -3.588 0.507 0.249 0.672
H 1.349 1.378 -2.377 0.287
H 0.852 2.589 -3.975 0.484
H -0.793 3.237 -4.199 0.609
H 1.496 4.673 -3.547 0.375
H -0.170 5.268 -3.215 0.118
H 0.033 4.412 -0.869 -0.046
H 1.677 3.834 -1.215 0.195
H 2.200 5.783 -0.515 0.274
H 0.726 6.425 -0.752 0.272
H -2.632 5.513 -2.893 0.244
H -4.123 4.928 -1.241 0.367
H -3.962 1.688 -2.980 0.440
C -1.937 -5.621 -1.318 -1.327
C -3.069 -5.057 -2.171 0.325
C -2.583 -4.169 -3.328 -0.777
O -2.180 -2.864 -2.937 -0.364
C -0.862 -2.775 -2.437 -0.185
N -4.014 -4.351 -1.299 -0.681
H -1.511 -4.872 -0.649 0.224
H -2.307 -6.434 -0.694 0.349
H -1.135 -6.019 -1.943 0.351
H -3.592 -5.907 -2.618 0.459
H -3.421 -4.020 -4.014 0.348
H -1.790 -4.660 -3.905 0.400
H -0.181 -3.464 -2.943 0.366
H -0.848 -2.954 -1.360 0.016
H -0.511 -1.754 -2.608 0.010
H -4.819 -4.062 -1.848 0.281
H -3.579 -3.474 -1.025 0.245
C 2.205 -2.645 5.440 -1.517
C 2.794 -2.701 4.034 0.440
C 4.261 -3.157 3.997 -0.695
O 5.193 -2.165 4.380 -0.387
C 5.378 -2.022 5.779 -0.652
N 2.616 -1.395 3.389 -0.521
H 2.556 -1.778 6.000 0.292
H 1.118 -2.575 5.391 0.339
H 2.456 -3.543 6.007 0.373
H 2.214 -3.439 3.471 0.386
H 4.510 -3.402 2.960 0.286
H 4.410 -4.074 4.581 0.465
H 5.300 -2.980 6.299 0.301
H 4.662 -1.310 6.196 0.234
H 6.377 -1.620 5.941 0.260
H 2.919 -1.464 2.424 0.102
H 3.288 -0.756 3.809 0.304
```